--- 1 ---
{
  "formula": "C5H11N4O",
  "method": "ωB97M-V/def2-TZVPD",
  "e_lumo_ev": -4.490,
  "smiles": "[H]/N=C(/C/C=N\\C(=[NH2+])O)NC",
  "total_charge": 1,
  "symbols": ["H", "N", "C", "C", "C", "N", "C", "N", "O", "N", "C", "H", "H", "H", "H", "H", "H", "H", "H", "H", "H"],
  "xyz": [[0.137, 2.431, -0.735], [-0.209, 1.559, -0.316], [0.297, 0.476, -0.654], [-0.247, -0.831, 0.085], [-0.041, -0.488, 1.478], [-0.846, -0.083, 2.427], [-2.023, 0.465, 2.587], [-2.501, 1.424, 1.771], [-2.720, 0.201, 3.689], [1.459, 0.280, -1.382], [1.880, -0.847, -2.138], [0.462, -1.579, -0.257], [-1.223, -0.982, -0.419], [0.967, -0.623, 1.720], [-3.130, 2.234, 2.005], [-1.824, 1.616, 0.967], [-2.234, -0.354, 4.298], [1.981, 1.123, -1.463], [2.069, -0.613, -3.226], [2.904, -1.105, -1.871], [1.171, -1.701, -1.771]]
}



--- 2 ---
{
  "formula": "C5H11N4O",
  "method": "ωB97M-V/def2-TZVPD",
  "e_lumo_ev": -3.076,
  "total_charge": 1,
  "symbols": ["C", "C", "C", "C", "C", "N", "N", "N", "N", "O", "H", "H", "H", "H", "H", "H", "H", "H", "H", "H", "H"],
  "xyz": [[1.044, -0.461, 1.883], [-1.346, -0.948, 3.006], [-1.519, -0.213, 1.719], [-0.613, 0.421, -3.659], [0.699, 1.166, -3.389], [-0.206, -0.646, 2.097], [1.484, 0.072, 0.744], [-0.204, 0.269, -1.196], [-0.097, 0.484, -2.342], [1.955, -0.776, 2.770], [-1.114, -0.412, 3.912], [-1.586, -2.014, 3.010], [-2.131, -0.679, 0.933], [-1.314, 0.842, 1.568], [-1.560, 0.949, -3.639], [-0.662, -0.606, -4.286], [1.500, 0.638, -3.668], [0.765, 2.257, -3.599], [0.840, 0.255, -0.201], [2.425, 0.129, 0.644], [1.640, -0.726, 3.692]]
}



The least stable of them is 2.



--- 1 ---
{
  "formula": "C5H15N2O",
  "method": "ωB97M-V/def2-TZVPD",
  "e_lumo_ev": [0.369, 0.590],
  "spin_multiplicity": 2,
  "symbols": ["C", "C", "N", "C", "H", "H", "H", "H", "H", "H", "H", "H", "H", "H", "C", "N", "C", "O", "H", "H", "H", "H", "H"],
  "xyz": [[-2.699, 0.424, 0.830], [-1.614, -0.595, 1.150], [-0.348, 0.121, 1.481], [0.732, -0.762, 1.991], [-2.407, 1.048, -0.010], [-3.606, -0.085, 0.578], [-2.910, 1.074, 1.734], [-1.850, -1.208, 2.036], [-1.374, -1.244, 0.322], [-0.561, 0.815, 2.201], [-0.031, 0.645, 0.619], [0.398, -1.229, 2.940], [1.637, -0.160, 2.161], [0.921, -1.538, 1.234], [0.586, 1.285, -2.096], [1.471, 0.434, -2.657], [2.283, -0.513, -1.920], [0.348, 1.362, -0.873], [0.044, 1.927, -2.852], [1.493, 0.445, -3.671], [1.647, -1.346, -1.527], [2.765, 0.009, -1.084], [3.075, -0.910, -2.588]]
}



--- 2 ---
{
  "formula": "C5H15N2O",
  "method": "ωB97M-V/def2-TZVPD",
  "e_lumo_ev": [0.800, 0.549],
  "spin_multiplicity": 2,
  "symbols": ["N", "C", "C", "O", "C", "N", "C", "C", "H", "H", "H", "H", "H", "H", "H", "H", "H", "H", "H", "H", "H", "H", "H"],
  "xyz": [[-1.528, -1.330, 0.479], [-0.797, -0.681, -0.751], [-1.144, 0.893, -0.874], [-2.591, 0.979, -0.687], [0.742, -0.802, -0.661], [1.241, -0.938, 0.743], [1.498, 0.506, 1.276], [2.659, 1.132, 0.436], [-2.163, -2.050, 0.252], [-0.717, -1.637, 1.171], [-1.878, -0.520, 1.027], [-1.322, -1.162, -1.604], [-0.490, 1.445, -0.118], [-1.027, 1.298, -1.912], [-2.958, 1.862, -1.170], [1.032, -1.584, -1.469], [1.206, 0.102, -1.068], [2.018, -1.612, 0.917], [1.737, 0.430, 2.313], [0.715, 1.271, 1.372], [2.704, 0.718, -0.683], [2.461, 2.368, 0.431], [3.669, 0.833, 0.918]]
}



The least stable of them is 2.



--- 1 ---
{
  "formula": "C6H15N",
  "method": "ωB97M-V/def2-TZVPD",
  "e_lumo_ev": -0.670,
  "symbols": ["C", "N", "C", "C", "C", "C", "C", "H", "H", "H", "H", "H", "H", "H", "H", "H", "H", "H", "H", "H", "H", "H"],
  "xyz": [[0.014, -0.656, 0.942], [-0.770, 0.123, 0.025], [-1.714, 1.077, 0.611], [-3.048, 0.376, 0.823], [1.380, -1.011, 0.316], [2.027, 0.143, -1.971], [2.066, 0.128, -0.435], [0.165, -0.016, 1.833], [-0.616, -1.576, 1.262], [1.291, -1.869, -0.383], [-1.306, 1.401, 1.560], [-1.783, 1.972, -0.009], [-3.792, 0.996, 1.296], [-3.039, -0.496, 1.469], [-3.509, 0.182, -0.133], [-0.070, -1.118, -1.090], [1.983, -1.388, 1.223], [0.953, 0.175, -2.189], [2.544, 0.988, -2.451], [2.466, -0.700, -2.494], [3.130, 0.239, -0.190], [1.631, 1.031, -0.016]]
}



--- 2 ---
{
  "formula": "C6H15N",
  "method": "ωB97M-V/def2-TZVPD",
  "e_lumo_ev": 1.184,
  "smiles": "CCCNCCC",
  "symbols": ["C", "C", "C", "N", "C", "C", "C", "H", "H", "H", "H", "H", "H", "H", "H", "H", "H", "H", "H", "H", "H", "H"],
  "xyz": [[2.226, -1.356, -0.592], [0.869, -1.994, -0.940], [-0.130, -1.903, 0.238], [-1.034, -0.767, 0.232], [-0.404, 0.528, 0.429], [-1.457, 1.600, 0.725], [-0.983, 2.998, 0.324], [2.114, -0.274, -0.641], [2.509, -1.531, 0.444], [3.069, -1.697, -1.195], [0.479, -1.476, -1.815], [1.001, -3.033, -1.241], [-0.735, -2.787, 0.193], [0.422, -1.949, 1.178], [-1.523, -0.743, -0.655], [0.281, 0.444, 1.282], [0.217, 0.880, -0.403], [-1.987, 1.583, 1.673], [-2.236, 1.388, -0.024], [-1.824, 3.675, 0.336], [-0.518, 2.978, -0.657], [-0.356, 3.437, 1.109]]
}



The least stable of them is 1.